Entry 1:
# C2H7N2OP

The molecule C2H7N2OP in a non-equilibrium geometry (wB97M-V/def2-TZVPD, the OMol25 dataset).

Structure (ORCA input):
```
! RIJCOSX wB97M-V def2-TZVPD def2/J DEFGRID3
* xyz 0 1
C 0.87 0.00 0.38
C 0.57 1.35 -0.20
N -0.34 -0.36 1.19
N -1.86 -0.76 -0.67
O -0.81 1.63 -0.13
P -1.75 0.43 0.56
H 1.23 -0.72 -0.35
H 1.59 0.04 1.22
H 0.89 2.20 0.37
H 0.92 1.52 -1.25
H -0.51 -1.35 1.23
H -2.24 -1.66 -0.27
H -2.69 -0.54 -1.23
*
```

Output
**Strongest force on any atom**: 2.9 eV/A
**SMILES**: NP1NCCO1
**HOMO level**: -8.9 eV

Entry 2:
# C2H7N2S

A cluster of 2 separate species, C2H7N2S in total in a non-equilibrium geometry (wB97M-V/def2-TZVPD, the OMol25 dataset).

Structure (ORCA input):
```
! RIJCOSX wB97M-V def2-TZVPD def2/J DEFGRID3
* xyz -1 1
C 1.13 -1.96 -0.08
S 1.92 -0.39 -0.69
H 1.41 -2.05 0.97
H 0.04 -1.81 -0.05
H 1.47 -2.81 -0.69
N -0.81 1.45 -0.09
C -1.80 0.61 0.43
N -2.74 0.92 1.23
H 0.07 1.22 0.38
H -0.65 1.67 -1.05
H -1.73 -0.39 -0.05
H -2.83 1.94 1.18
*
```

Output
**Strongest force on any atom**: 2.6 eV/A
**HOMO level**: -2.4 eV

Entry 3:
# C2H7N2S

The ion C2H7N2S with charge +1 in a non-equilibrium geometry (wB97M-V/def2-TZVPD, the OMol25 dataset).

Structure (ORCA input):
```
! RIJCOSX wB97M-V def2-TZVPD def2/J DEFGRID3
* xyz 1 1
C -0.01 0.27 -0.35
C -0.76 -0.95 -0.04
N 1.46 0.09 -0.86
N -0.44 1.48 -0.18
S 0.04 -1.60 1.52
H -1.82 -0.78 0.13
H -0.61 -1.74 -0.78
H 1.84 -0.84 -0.76
H 2.08 0.88 -0.78
H -1.40 1.66 0.09
H 0.15 2.28 -0.34
H -0.54 -0.75 2.37
*
```

Output
**Strongest force on any atom**: 6.7 eV/A
**SMILES**: NC(=[NH2+])CS
**HOMO level**: -14.0 eV

Entry 4:
# C2H7N2S

The ion C2H7N2S with charge +1 in a non-equilibrium geometry (wB97M-V/def2-TZVPD, the OMol25 dataset).

Structure (ORCA input):
```
! RIJCOSX wB97M-V def2-TZVPD def2/J DEFGRID3
* xyz 1 1
C 0.41 -0.33 -0.12
C -0.80 -0.34 -0.91
N 1.01 -1.31 0.46
N 1.06 1.33 0.32
S -2.01 0.31 0.36
H -0.79 0.31 -1.78
H -1.13 -1.34 -1.17
H 0.73 -2.27 0.29
H 1.79 -1.16 1.10
H 0.30 1.97 0.22
H 1.41 1.24 1.26
H -1.97 1.59 -0.03
*
```

Output
**Strongest force on any atom**: 6.4 eV/A
**SMILES**: NC(=[NH2+])CS
**HOMO level**: -14.1 eV

Entry 5:
# C2H7N2S

A cluster of 2 separate species, C2H7N2S in total in a non-equilibrium geometry (wB97M-V/def2-TZVPD, the OMol25 dataset).

Structure (ORCA input):
```
! RIJCOSX wB97M-V def2-TZVPD def2/J DEFGRID3
* xyz 1 1
C 0.77 -0.80 1.49
C -1.26 0.19 -2.36
N 1.15 -0.72 2.71
N -0.78 1.12 -1.64
S 1.11 0.21 0.22
H 0.59 -1.82 1.23
H -2.09 -0.41 -2.00
H -0.87 0.04 -3.42
H 1.22 -1.33 3.46
H -1.24 1.66 -0.80
H 1.38 0.22 3.05
H 0.03 1.64 -1.94
*
```

Output
**Strongest force on any atom**: 4.6 eV/A
**HOMO level**: -12.2 eV

Entry 6:
# C2H7N2S2

The ion C2H7N2S2 with charge +1 in a non-equilibrium geometry (wB97M-V/def2-TZVPD, the OMol25 dataset).

Structure (ORCA input):
```
! RIJCOSX wB97M-V def2-TZVPD def2/J DEFGRID3
* xyz 1 1
C -0.92 0.50 -0.49
C -0.27 -0.40 0.39
N -1.72 1.44 -0.13
N 0.23 -1.57 -0.13
S 2.84 -0.30 -0.18
S 1.33 0.96 0.35
H -0.53 0.54 -1.48
H -0.67 -0.25 1.43
H -2.18 1.90 -0.86
H -1.80 1.97 0.72
H 0.88 -2.12 0.41
H 2.75 -0.93 1.01
H 0.04 -1.74 -1.03
*
```

Output
**Strongest force on any atom**: 4.3 eV/A
**SMILES**: N[C@H](C=[NH2+])SS
**HOMO level**: -13.4 eV

Record-wise E values, in Eh: -606.5104, -588.0900, -587.8379, -587.7777, -587.7887, -985.9850
Record-wise ΔE to the lowest compared entry with this formula, charge and spin values, in eV: 1.1880, 1.2471, 0.8746, 2.5125, 2.2128, 1.9134
Record-wise HOMO-LUMO gap values, in eV: 9.930, 6.661, 9.399, 9.282, 7.073, 8.312